No. 1
Density functional theory data (wB97M-V/def2-TZVPD) for 3 unconnected molecules or ions with the total composition C31H55N7O7S2 in a non-equilibrium geometry.

Structure (ORCA input):
```
! wB97M-V def2-TZVPD RIJCOSX def2/J DEFGRID3
* xyz 0 1
C -2.22330 -0.74906 5.22646
O -1.37169 -1.88641 5.61772
C -1.68150 -2.94638 4.65016
C -0.26107 -3.67052 4.27817
C -0.31343 -4.04704 2.69622
C -1.05427 -5.49243 2.42935
C -2.64172 -5.31640 2.14535
C -3.01223 -4.37058 0.88719
C -4.11746 -3.18672 1.09123
C -4.52835 -2.24372 -0.12661
C -5.62028 -1.05876 0.18952
C -4.70825 0.23245 0.67904
S -3.85247 1.04180 -0.77470
C -2.08195 1.46003 -0.37155
N -1.49873 2.68191 0.26559
N -0.11087 2.71634 0.42017
C 0.35355 1.40707 -0.15587
O -0.83641 0.70725 -0.59226
C -3.96658 -2.35926 -1.62798
N -4.35030 -1.52984 -2.79719
S -3.29927 -2.22545 -4.01933
N -2.45278 -3.51759 -3.19515
C -2.87932 -3.53234 -1.77853
C -2.38837 -4.51587 -0.59214
N -1.36241 -5.58644 -0.77532
C -1.95565 -6.90494 -1.19348
C -0.22450 -5.16019 -1.63873
C 0.55618 -3.77660 -1.22383
O 0.19588 -5.75634 -2.71024
H -2.16720 0.04398 6.06637
H -3.32038 -1.10689 5.13078
H -1.82697 -0.31645 4.22964
H -2.41617 -3.72355 5.11624
H -2.14418 -2.53904 3.66242
H -0.10425 -4.61962 4.92523
H 0.59586 -2.92852 4.53675
H -0.73413 -3.20526 2.01522
H 0.80185 -4.19889 2.36278
H -0.46471 -6.04052 1.59978
H -0.96691 -6.17265 3.38537
H -3.10089 -4.80398 3.09682
H -3.14397 -6.36049 2.07363
H -4.58188 -3.07414 2.14996
H -6.33543 -1.34196 1.05598
H -6.15728 -0.70418 -0.77618
H -5.33377 1.01809 1.26350
H -3.87391 -0.22186 1.34611
H 1.47895 1.08409 -0.16317
H -1.96141 -7.10131 -2.33179
H -3.05816 -6.91329 -0.78558
H -1.37844 -7.73246 -0.59066
H 1.54396 -3.62955 -1.80446
H 0.72140 -3.77478 -0.06012
H -0.21059 -2.91980 -1.43055
C -0.14369 6.32547 -5.85489
O 0.16892 5.02517 -6.33262
C 1.31241 4.44942 -5.69298
C 0.89589 3.26653 -4.81076
N 0.15209 3.72000 -3.63312
C -0.49807 2.63483 -2.89251
C -1.59657 1.84707 -3.62271
O -2.77226 2.61050 -3.89422
C -2.71571 3.37506 -5.08845
H -0.92366 6.74364 -6.49517
H -0.52764 6.28294 -4.83268
H 0.73093 6.98250 -5.89936
H 1.88525 5.19042 -5.12518
H 1.96047 4.07397 -6.49122
H 1.79083 2.72541 -4.48641
H 0.29046 2.59339 -5.42585
H -0.56476 4.37668 -3.92822
H -0.94479 3.08762 -2.00141
H 0.26558 1.93545 -2.53704
H -1.91461 1.04404 -2.95012
H -1.23455 1.34941 -4.52955
H -2.11092 2.89685 -5.86449
H -2.34260 4.37770 -4.87452
H -3.73616 3.48482 -5.46835
C 7.74936 1.58040 2.86563
O 6.60961 1.53560 3.71168
C 6.30058 2.79916 4.30862
C 4.99048 3.35634 3.73928
N 5.15343 3.77163 2.34399
C 3.88776 4.06415 1.66430
C 2.89513 2.90125 1.48463
O 3.34807 1.88735 0.58814
C 4.18504 0.90647 1.18285
H 7.99928 0.55650 2.57872
H 7.53712 2.14762 1.95599
H 8.60934 2.01468 3.38562
H 7.12062 3.51756 4.20356
H 6.16122 2.61329 5.37822
H 4.67395 4.21686 4.33763
H 4.23099 2.57381 3.83282
H 5.62477 3.03136 1.83217
H 4.14929 4.43871 0.66809
H 3.38647 4.88677 2.18582
H 1.99194 3.31396 1.02472
H 2.57234 2.46757 2.43767
H 3.93510 0.72175 2.23158
H 5.23180 1.19654 1.08300
H 4.05565 -0.02913 0.62976
*
```

The LUMO energy comes out at -0.062 Ha. The SMILES is COCCCCCc1cc(CCSc2nnco2)c2nsnc2c1N(C)C(C)=O.COCCNCCOC.COCCNCCOC. For the energy relative to the best compared isomer or geometry (same formula, charge and spin), the calculation gives 1282.2 kJ/mol. The strongest force on any atom is 7.73 eV/Å. The HOMO-LUMO gap comes out at 0.248 hartree.

***

No. 2
Density functional theory data (wB97M-V/def2-TZVPD) for 5 unconnected molecules or ions with the total composition C31H55NO8S2 in a non-equilibrium geometry.

Structure (ORCA input):
```
! wB97M-V def2-TZVPD RIJCOSX def2/J DEFGRID3
* xyz 0 1
C -1.56001 -3.36214 -0.99951
C -2.64825 -4.44306 -0.62280
S -2.03337 -5.66460 0.63212
C -3.52633 -6.54743 1.26803
N -3.73079 -6.48777 2.73335
C -4.69379 -5.47738 3.13377
C -6.10768 -5.90366 3.17876
C -7.10644 -4.92349 3.57224
C -6.76820 -3.54627 3.89419
C -5.37549 -3.10566 3.86770
C -4.36295 -4.08753 3.49376
S -2.60223 -3.63542 3.47157
C -1.81739 -5.22125 3.95186
C -0.58092 -5.22539 4.71821
C -0.00831 -6.53447 5.07485
C -0.67289 -7.75320 4.63089
C -1.89495 -7.73632 3.84308
C -2.49172 -6.43311 3.48864
H -1.02781 -3.66273 -1.94090
H -2.05041 -2.35700 -1.11789
H -0.83677 -3.29901 -0.13549
H -3.04723 -4.97312 -1.52807
H -3.52961 -3.89784 -0.17375
H -3.46809 -7.60090 0.86948
H -4.41350 -6.09121 0.73930
H -6.33014 -6.97076 2.93444
H -8.17229 -5.26419 3.62263
H -7.53122 -2.79305 4.20263
H -5.04226 -2.07221 4.11394
H -0.12216 -4.25578 5.00482
H 0.92207 -6.54094 5.68241
H -0.25528 -8.75571 4.90329
H -2.40961 -8.67634 3.53000
C 1.81955 0.67688 -0.34612
O 1.29667 1.83674 -0.98031
C 0.53572 1.52120 -2.14193
C -0.95419 1.60652 -1.86563
O -1.37290 0.57914 -0.97226
C -1.57194 1.05419 0.34866
H 2.21507 0.97109 0.62633
H 1.04902 -0.08325 -0.19487
H 2.63570 0.26007 -0.94408
H 0.80569 0.53340 -2.52979
H 0.79468 2.26380 -2.90367
H -1.49692 1.45402 -2.80339
H -1.22196 2.59294 -1.47773
H -2.48518 1.65732 0.39422
H -0.72247 1.64650 0.69748
H -1.69079 0.19274 1.00674
C -1.17808 5.03022 -0.42114
O -1.53903 5.23369 -1.77875
C -2.75871 5.95562 -1.91708
C -2.50389 7.40741 -2.28657
O -1.88545 8.11296 -1.21747
C -0.49326 8.30312 -1.42139
H -0.15501 4.65323 -0.39494
H -1.22469 5.95849 0.15345
H -1.83859 4.28265 0.03076
H -3.36034 5.88508 -1.00525
H -3.31971 5.47991 -2.72782
H -3.46421 7.89584 -2.47784
H -1.90125 7.47657 -3.19813
H -0.32973 9.05767 -2.19738
H 0.00588 7.37297 -1.70278
H -0.05919 8.66386 -0.48895
C 4.83805 -4.93917 -0.95576
O 4.47146 -4.73057 -2.31095
C 3.25227 -4.00682 -2.43935
C 3.50650 -2.55367 -2.80372
O 4.13197 -1.85322 -1.73383
C 5.52206 -1.66392 -1.94679
H 5.86021 -5.31687 -0.93603
H 4.79583 -4.01259 -0.37805
H 4.17998 -5.68669 -0.50171
H 2.65554 -4.08063 -1.52450
H 2.68624 -4.47825 -3.24895
H 2.54509 -2.06345 -2.98727
H 4.10399 -2.48011 -3.71825
H 5.68064 -0.90585 -2.72076
H 6.01661 -2.59385 -2.23639
H 5.96423 -1.30836 -1.01596
C 3.25168 4.42935 -0.56137
O 4.54494 5.00593 -0.68595
C 4.71511 5.68923 -1.92195
C 4.60474 7.19393 -1.74091
O 3.27883 7.57688 -1.39125
C 3.14406 7.86727 -0.00943
H 3.12399 4.10022 0.46990
H 2.46407 5.14951 -0.79870
H 3.16553 3.55994 -1.21784
H 3.99763 5.33251 -2.66806
H 5.72119 5.45121 -2.28208
H 4.83777 7.68196 -2.69221
H 5.32178 7.54914 -0.99363
H 3.62949 8.82164 0.22004
H 3.57232 7.07809 0.61279
H 2.08175 7.95356 0.21895
*
```

The LUMO energy comes out at 0.022 Ha. The SMILES is CCSCN1c2ccccc2Sc2ccccc21.COCCOC.COCCOC.COCCOC.COCCOC. For the energy relative to the best compared isomer or geometry (same formula, charge and spin), the calculation gives 226.2 kJ/mol. The strongest force on any atom is 3.11 eV/Å. The HOMO-LUMO gap comes out at 0.307 hartree.

***

No. 3
Density functional theory data (wB97M-V/def2-TZVPD) for a molecular structure, C31H56As2BaN4O2P in a non-equilibrium geometry.

Structure (ORCA input):
```
! wB97M-V def2-TZVPD RIJCOSX def2/J DEFGRID3
* xyz 1 1
Ba 0.33550 0.07565 -0.18539
C 3.28024 -2.75088 -2.61765
As 2.99101 -0.95582 -1.91178
C 3.45608 0.14019 -3.46551
C 4.68669 -0.70206 -0.95286
C 5.85697 -1.18804 -1.54023
C 7.09315 -0.97532 -0.95845
C 7.17921 -0.25848 0.22670
C 6.02851 0.22445 0.82005
C 4.77432 0.00881 0.24758
As 3.17823 0.67189 1.20539
C 3.89516 2.43542 1.67846
C 3.50922 -0.27768 2.88730
H 4.10594 -2.77179 -3.32599
H 2.36820 -3.06246 -3.12690
H 3.48913 -3.42326 -1.78674
H 4.40368 -0.20907 -3.87270
H 3.55873 1.17581 -3.14374
H 2.66755 0.05962 -4.21299
H 5.81134 -1.74028 -2.47040
H 7.98759 -1.36215 -1.42855
H 8.14159 -0.07845 0.68777
H 6.11631 0.77738 1.74720
H 4.71875 2.33991 2.38237
H 3.09992 3.02873 2.12807
H 4.24483 2.92402 0.77104
H 4.55365 -0.16512 3.16973
H 3.28926 -1.33644 2.75663
H 2.85629 0.13666 3.65398
C -2.36139 -0.43206 4.34123
N -2.79781 -0.73752 2.98267
C -2.45243 -2.09721 2.58407
P -2.94793 0.40465 1.81173
O -1.72313 0.71083 0.99597
N -3.40413 1.77878 2.61918
C -4.68816 1.77844 3.31572
C -3.08060 3.08094 2.04646
N -4.06727 -0.23422 0.78105
C -5.29800 -0.86527 1.24294
C -4.16723 0.27135 -0.58641
H -1.28578 -0.60233 4.44874
H -2.89321 -1.07814 5.04229
H -2.57071 0.60425 4.58942
H -1.37355 -2.26400 2.68594
H -2.74614 -2.28652 1.55277
H -2.96688 -2.81523 3.22573
H -4.92818 0.78425 3.68997
H -5.50114 2.10818 2.66043
H -4.64003 2.45710 4.16989
H -2.11374 3.04071 1.55198
H -3.03988 3.81875 2.85121
H -3.83914 3.40749 1.32713
H -5.18533 -1.23542 2.25981
H -5.53181 -1.71049 0.59248
H -6.14337 -0.17029 1.21422
H -3.18954 0.56935 -0.95666
H -4.86853 1.11017 -0.65210
H -4.53142 -0.53082 -1.23024
C 0.81848 3.70317 5.84133
C -0.25989 3.42253 4.79982
C 0.10908 2.35205 3.87058
N 0.38752 1.51290 3.13851
H 0.49917 4.52287 6.48195
H 1.75755 3.98630 5.36854
H 0.99867 2.83059 6.46681
H -0.47971 4.30653 4.19807
H -1.20092 3.11934 5.26457
C -2.11046 1.61886 -4.07996
C -0.60839 1.32864 -4.12103
C 0.08842 2.13911 -3.01107
C -0.36486 -0.17058 -4.19246
C 0.06203 -0.74920 -5.38284
C 0.15391 -2.12741 -5.52627
C -0.22657 -2.94869 -4.47447
C -0.65481 -2.42784 -3.25633
C -1.14007 -3.36660 -2.16128
C -0.28349 -3.42922 -0.88660
C -2.59878 -3.11150 -1.78169
C -0.68398 -1.02616 -3.11970
O -0.96196 -0.48707 -1.94415
H -2.30318 2.69390 -4.10830
H -2.54769 1.21757 -3.16381
H -2.62589 1.16134 -4.92424
H -0.22488 1.72542 -5.06668
H -0.41495 2.01464 -2.04338
H -0.01309 3.20183 -3.24024
H 1.15252 1.90814 -2.90740
H 0.31225 -0.10164 -6.21717
H 0.48939 -2.55898 -6.45960
H -0.19856 -4.02646 -4.59952
H -1.09034 -4.36591 -2.60565
H -0.37510 -2.50255 -0.30813
H 0.77178 -3.61456 -1.09351
H -0.65998 -4.21187 -0.22473
H -2.71490 -2.13009 -1.31886
H -2.94900 -3.86923 -1.07514
H -3.24985 -3.14712 -2.65601
*
```

The LUMO energy comes out at -0.076 Ha. For the energy relative to the best compared isomer or geometry (same formula, charge and spin), the calculation gives 75.3 kJ/mol. The strongest force on any atom is 1.37 eV/Å. The HOMO-LUMO gap comes out at 0.266 hartree.